The following is a DFT calculation (wB97M-V/def2-TZVPD) of a structure of composition C10H8Br3F13NO2S.

Geometry as ORCA input:
```
! RIJCOSX wB97M-V def2-TZVPD def2/J DEFGRID3
* xyz -1 1
Br 2.371 -5.542 1.740
Br 0.734 -6.185 4.392
Br 0.555 -3.290 3.057
S -2.759 0.695 -2.992
F 1.147 3.138 -2.138
F 2.201 2.130 2.297
F -0.778 2.091 0.629
F 3.594 0.772 -1.352
F 0.305 -0.251 3.040
F -1.743 0.404 2.600
F -0.159 2.398 2.702
F 3.604 2.550 -2.581
F 0.657 1.145 -1.390
F 1.206 3.796 0.245
F 2.032 0.444 0.939
F 3.192 2.910 0.143
F 2.457 0.836 -3.167
O -2.965 1.727 -1.988
O -3.658 0.716 -4.139
N -1.557 -1.013 -1.304
C -1.935 -0.781 0.072
C -0.651 -0.862 0.929
C 1.858 2.635 0.056
C -0.520 0.176 2.011
C 1.517 1.662 1.223
C 0.776 -5.170 2.751
C -0.008 1.588 1.616
C 2.855 1.555 -2.126
C -2.651 -0.956 -2.161
C 1.591 2.098 -1.391
H -2.636 -1.562 0.429
H -1.482 0.870 -3.447
H -0.062 -5.500 2.155
H -3.661 -1.061 -1.724
H -0.615 -1.841 1.416
H -2.449 0.179 0.240
H -2.544 -1.652 -3.009
H 0.179 -0.850 0.224
*
```

Results
- Max |F|: 1.0 eV/Å
- Electronic energy: -10009.57488 Ha



The following is a DFT calculation (wB97M-V/def2-TZVPD) of a structure of composition C10H8Cl2N3O4S2Tl.

Geometry as ORCA input:
```
! RIJCOSX wB97M-V def2-TZVPD def2/J DEFGRID3
* xyz 0 1
Tl -0.015 -0.376 -1.690
Cl -3.563 3.261 -0.046
Cl -1.086 -1.518 0.612
S -1.103 1.618 -0.552
S -0.055 -2.349 -3.118
O -0.099 -3.463 -3.994
O -1.403 -1.851 -2.631
O 0.730 -2.545 -1.852
O 0.573 -1.092 -3.709
N 2.148 -0.069 -0.596
N 3.740 2.010 1.882
N 4.616 0.371 0.534
C -2.411 -0.425 0.884
C -3.484 -0.882 1.637
C -4.576 -0.070 1.867
C -2.420 0.864 0.345
C -4.620 1.204 1.329
C -3.548 1.663 0.585
C 3.557 1.090 0.919
C 4.431 -0.561 -0.379
C 3.193 -0.808 -0.959
C 2.296 0.863 0.325
H -5.479 1.839 1.479
H 1.428 1.444 0.596
H 5.308 -1.124 -0.666
H 2.993 2.623 2.155
H 3.014 -1.581 -1.687
H 4.673 2.172 2.217
H -5.390 -0.431 2.475
H -3.447 -1.879 2.041
*
```

Results
- Max |F|: 3.4 eV/Å
- Energy above the lowest of the compared OMol25 structures with the same formula, charge and spin: 18.0 kcal per mole
- Electronic energy: -2740.32319 Ha



Number 1: HOMO-LUMO gap 4.92 eV. Number 2: HOMO-LUMO gap 7.98 eV.